The following is a quantum chemistry calculation of 11 unconnected molecules or ions with the total composition C27H65F6N2O16S9, from the Open Molecules 2025 dataset.

Its total energy is -178607.845 eV. Its net charge is -1.

CARTESIAN COORDINATES (ANGSTROEM)
C 0.841 -2.700 -1.612
F 1.863 -2.991 -0.849
F 1.359 -2.310 -2.736
F 0.177 -3.847 -1.677
S -0.263 -1.206 -0.822
O -1.558 -1.246 -1.538
O -0.505 -1.549 0.584
N 0.754 0.148 -1.158
S 0.192 1.148 -0.102
O -1.273 1.210 0.160
O 1.098 1.152 1.032
C 0.527 2.850 -0.937
F -0.134 2.981 -2.073
F 0.122 3.812 -0.086
F 1.913 2.903 -1.165
C -2.945 5.916 -0.009
S -3.114 6.740 -1.687
O -1.990 7.750 -1.881
C -2.679 5.313 -2.666
H -3.032 6.690 0.753
H -2.078 5.264 0.102
H -3.810 5.261 0.096
H -1.963 5.420 -3.481
H -3.564 4.928 -3.172
H -2.307 4.496 -2.047
C 3.116 1.983 -4.224
S 4.486 0.790 -4.154
O 4.208 -0.256 -5.192
C 4.376 -0.021 -2.526
H 3.156 2.514 -5.176
H 3.106 2.758 -3.458
H 2.109 1.569 -4.176
H 5.138 0.268 -1.802
H 4.679 -1.067 -2.549
H 3.415 0.105 -2.026
C 0.066 -0.736 -5.059
S -0.023 -2.451 -5.681
O -1.002 -2.272 -6.827
C 1.641 -2.534 -6.591
H -0.028 -0.129 -5.959
H 1.066 -0.674 -4.631
H -0.694 -0.534 -4.305
H 1.385 -3.317 -7.305
H 2.460 -2.843 -5.941
H 1.908 -1.569 -7.022
C -2.216 2.292 5.337
S -1.879 0.598 4.635
O -3.067 0.318 3.822
C -0.539 0.916 3.485
H -2.335 3.068 4.581
H -1.333 2.623 5.884
H -3.148 2.369 5.897
H -0.603 0.126 2.736
H 0.450 1.004 3.934
H -0.701 1.795 2.861
C 3.781 -0.647 3.333
S 4.477 -2.180 2.640
O 4.016 -3.417 3.477
C 3.774 -2.320 0.994
H 3.875 -0.657 4.419
H 2.727 -0.546 3.074
H 4.392 0.161 2.932
H 4.161 -1.614 0.260
H 2.727 -2.257 1.290
H 3.982 -3.286 0.532
C 1.327 -6.648 -1.432
S 1.420 -8.389 -2.080
O 2.001 -8.104 -3.521
C 2.847 -9.130 -1.170
H 0.897 -6.102 -2.272
H 2.329 -6.219 -1.410
H 0.655 -6.584 -0.576
H 2.814 -10.194 -1.402
H 2.538 -9.086 -0.126
H 3.856 -8.730 -1.278
C -4.485 -2.548 2.402
S -3.465 -3.751 1.419
O -4.282 -4.992 1.340
C -3.721 -2.839 -0.151
H -5.311 -2.291 1.738
H -3.778 -1.753 2.636
H -4.997 -3.030 3.235
H -3.136 -3.342 -0.921
H -3.456 -1.785 -0.067
H -4.787 -3.037 -0.264
C -6.400 3.795 0.059
O -6.670 4.290 1.133
N -5.444 2.893 0.022
C -4.867 2.134 1.142
C -5.037 2.425 -1.328
H -6.811 4.113 -0.912
H -3.790 2.295 1.171
H -5.048 1.066 1.262
H -5.122 2.607 2.091
H -3.956 2.309 -1.263
H -5.514 1.470 -1.550
H -5.130 3.082 -2.192
O 4.530 5.395 0.942
C 4.180 6.567 1.085
O 2.935 6.954 1.232
C 1.997 6.010 1.686
C 0.621 6.725 1.764
C 5.143 7.699 0.903
H 2.311 5.495 2.594
H 1.905 5.278 0.884
H 0.686 7.508 2.519
H -0.161 6.031 2.073
H 0.277 7.199 0.845
H 6.125 7.445 1.302
H 4.913 8.656 1.371
H 5.222 7.957 -0.154
O 0.886 -6.519 1.867
C -0.051 -5.986 2.437
O -0.212 -4.741 2.804
C 0.760 -3.818 2.610
C 0.270 -2.634 3.429
C -1.154 -6.918 2.932
H 0.782 -3.682 1.529
H 1.727 -4.214 2.919
H -0.778 -2.358 3.315
H 0.894 -1.744 3.349
H 0.304 -3.048 4.437
H -1.570 -6.426 3.811
H -0.834 -7.950 3.072
H -1.924 -6.871 2.163